{
  "formula": "C30H25FN6O5S2Ti",
  "method": "wB97M-V/def2-TZVPD",
  "species": ["Ti", "O", "C", "O", "C", "C", "C", "C", "C", "C", "C", "C", "C", "N", "H", "H", "H", "H", "H", "H", "C", "C", "N", "C", "C", "C", "O", "O", "C", "O", "C", "C", "C", "F", "C", "C", "C", "N", "C", "C", "N", "C", "C", "H", "H", "H", "H", "H", "H", "H", "H", "H", "H", "H", "H", "H", "H", "H", "H", "H", "H", "S", "C", "S", "C", "C", "N", "C", "N", "H"],
  "positions_angstrom": [[1.136, -2.960, 1.702], [1.385, -4.244, -2.084], [1.486, -3.727, -0.925], [0.708, -3.890, 0.061], [2.643, -2.810, -0.638], [3.597, -2.517, -1.607], [4.642, -1.661, -1.278], [4.711, -1.117, 0.010], [5.748, -0.246, 0.393], [5.787, 0.278, 1.684], [4.794, -0.064, 2.594], [3.766, -0.930, 2.209], [3.701, -1.467, 0.931], [2.692, -2.292, 0.619], [3.513, -2.956, -2.596], [5.391, -1.428, -2.028], [6.526, 0.023, -0.316], [6.589, 0.950, 1.976], [4.810, 0.335, 3.604], [2.987, -1.200, 2.919], [-2.658, 3.638, 2.175], [-3.426, 2.338, 1.972], [-2.525, 1.247, 1.575], [-1.990, 0.410, 2.549], [-1.068, -0.544, 2.376], [-0.582, -1.408, 3.536], [-1.011, -1.064, 4.680], [0.176, -2.370, 3.237], [-0.541, -0.725, 1.017], [0.300, -1.563, 0.720], [-1.065, 0.167, -0.045], [-0.559, 0.021, -1.337], [-1.050, 0.815, -2.362], [-0.514, 0.628, -3.579], [-2.061, 1.776, -2.156], [-2.547, 1.886, -0.832], [-2.057, 1.119, 0.249], [-2.637, 2.537, -3.192], [-2.192, 2.277, -4.587], [-3.047, 3.076, -5.597], [-4.372, 3.404, -4.964], [-4.229, 4.333, -3.781], [-2.994, 3.948, -2.928], [-3.336, 4.430, 2.506], [-2.176, 3.971, 1.251], [-1.878, 3.519, 2.934], [-4.241, 2.474, 1.253], [-3.929, 2.084, 2.915], [-2.391, 0.578, 3.549], [0.214, -0.714, -1.548], [-3.370, 2.560, -0.637], [-2.330, 1.214, -4.821], [-1.138, 2.544, -4.727], [-3.246, 2.499, -6.505], [-2.578, 4.028, -5.869], [-4.723, 2.514, -4.576], [-5.060, 3.746, -5.642], [-5.154, 4.225, -3.206], [-4.154, 5.354, -4.165], [-3.213, 4.181, -1.883], [-2.145, 4.585, -3.210], [0.509, -5.064, 2.672], [1.923, -4.616, 3.548], [2.856, -3.173, 3.423], [2.410, -5.623, 4.562], [3.322, -6.616, 4.148], [4.074, -7.450, 3.848], [1.935, -5.535, 5.888], [1.569, -5.498, 6.990], [2.292, -4.239, 1.347]],
  "total_charge": -2,
  "spin_multiplicity": 3,
  "orbital_gap_ev": [3.80, 4.88],
  "homo_ev": [-0.351, -1.427],
  "lumo_ev": [3.444, 3.448]
}

***

{
  "formula": "H12O5S",
  "method": "wB97M-V/def2-TZVPD",
  "species": ["O", "H", "H", "O", "H", "H", "O", "H", "H", "O", "H", "H", "O", "H", "H", "S", "H", "H"],
  "positions_angstrom": [[-1.058, 1.829, -1.917], [-0.925, 1.350, -2.668], [-1.704, 2.473, -2.136], [1.005, 1.024, 0.327], [0.506, 1.494, -0.394], [2.015, 1.063, 0.149], [2.092, -2.617, 0.451], [1.567, -1.841, 0.347], [1.492, -3.189, 0.914], [-2.479, 0.173, 0.753], [-3.021, 0.664, 1.408], [-1.710, 0.755, 0.651], [-1.727, -0.928, -2.897], [-2.071, -1.474, -3.623], [-1.980, -1.456, -2.242], [3.269, 0.376, 3.784], [2.167, -0.054, 4.440], [2.561, 0.357, 2.652]],
  "total_charge": 0,
  "spin_multiplicity": 1,
  "orbital_gap_ev": 9.94,
  "homo_ev": -9.509,
  "lumo_ev": 0.432,
  "smiles": "O.O.O.O.O.S"
}

***

{
  "formula": "H26O13",
  "method": "wB97M-V/def2-TZVPD",
  "species": ["H", "H", "H", "H", "H", "H", "H", "H", "H", "H", "H", "H", "H", "H", "H", "H", "H", "H", "H", "H", "H", "H", "H", "H", "H", "H", "O", "O", "O", "O", "O", "O", "O", "O", "O", "O", "O", "O", "O"],
  "positions_angstrom": [[-0.015, 0.776, 0.435], [-1.437, 0.746, -0.101], [-0.910, -2.686, -2.816], [-1.047, -1.601, -3.872], [3.383, -1.902, 2.021], [2.403, -1.786, 0.865], [3.978, -0.472, 0.506], [3.006, -0.717, -0.637], [-0.681, -2.190, -0.321], [-1.802, -3.082, -0.828], [-1.469, -1.453, 1.881], [-0.812, -2.652, 2.545], [-3.223, 4.445, -1.915], [-3.573, 3.114, -1.269], [-3.824, 0.061, -0.436], [-4.349, -0.600, -1.700], [4.568, -0.008, -2.881], [3.297, -0.578, -2.275], [0.072, -1.347, 3.570], [1.056, -0.372, 4.195], [-3.882, 0.475, 1.147], [-4.050, -0.985, 1.534], [1.043, 5.022, 0.716], [0.750, 3.532, 0.769], [3.946, 1.422, -0.250], [3.280, 2.742, 0.103], [-0.620, 1.256, -0.141], [-1.441, -2.431, -3.578], [3.214, -2.234, 1.132], [3.807, -0.231, -0.412], [-0.930, -2.748, -1.066], [-1.201, -2.363, 1.711], [-2.989, 3.876, -1.173], [-4.353, -0.686, -0.740], [4.015, 0.039, -2.094], [0.676, -0.629, 3.348], [-3.515, -0.206, 1.721], [0.331, 4.393, 0.880], [3.299, 2.058, -0.576]],
  "total_charge": 0,
  "spin_multiplicity": 1,
  "orbital_gap_ev": 8.39,
  "homo_ev": -8.748,
  "lumo_ev": -0.357
}

***

{
  "formula": "C9H27NO6Y",
  "method": "wB97M-V/def2-TZVPD",
  "species": ["Y", "C", "C", "C", "C", "C", "C", "N", "O", "C", "C", "C", "H", "H", "H", "H", "H", "H", "H", "H", "H", "H", "H", "H", "H", "H", "H", "H", "H", "H", "O", "H", "O", "H", "H", "O", "H", "H", "O", "H", "H", "O", "H", "H"],
  "positions_angstrom": [[2.819, -0.070, 0.833], [-1.619, 1.147, -0.024], [-1.426, -0.382, -0.116], [-2.762, -0.946, -0.671], [-2.922, -0.738, -2.182], [-1.670, -1.238, -2.885], [-0.322, -0.742, -2.392], [-0.310, -0.809, -0.930], [0.936, -0.681, -0.413], [-0.050, 0.695, -2.882], [0.708, -1.699, -3.016], [-1.303, -0.920, 1.316], [-0.710, 1.601, 0.387], [-2.491, 1.395, 0.578], [-1.714, 1.606, -1.005], [-3.580, -0.425, -0.181], [-2.777, -2.038, -0.631], [-3.107, 0.305, -2.454], [-3.757, -1.313, -2.584], [-1.751, -1.053, -3.963], [-1.650, -2.335, -2.913], [-0.986, 1.244, -2.786], [0.163, 0.730, -3.952], [0.755, 1.172, -2.326], [1.703, -1.254, -2.963], [0.372, -1.987, -4.008], [0.805, -2.613, -2.423], [-2.216, -0.713, 1.872], [-0.472, -0.493, 1.884], [-1.140, -2.000, 1.265], [1.545, 0.971, 2.231], [0.630, 1.263, 2.170], [2.703, 3.407, 2.977], [2.226, 2.560, 2.870], [2.112, 4.070, 2.605], [0.479, 0.985, 4.844], [1.163, 0.397, 5.177], [0.725, 1.146, 3.927], [4.267, 1.726, 1.623], [5.227, 1.810, 1.542], [3.991, 2.430, 2.273], [2.050, -1.833, 2.253], [1.148, -1.631, 2.552], [2.212, -2.745, 2.524]],
  "total_charge": 1,
  "spin_multiplicity": 1,
  "orbital_gap_ev": 4.88,
  "homo_ev": -9.768,
  "lumo_ev": -4.890
}

***

{
  "formula": "C3H9N3",
  "method": "wB97M-V/def2-TZVPD",
  "species": ["C", "C", "C", "H", "H", "H", "H", "H", "H", "H", "H", "H", "N", "N", "N"],
  "positions_angstrom": [[1.985, -0.503, -0.500], [1.057, 0.408, 0.323], [-1.284, -0.246, 0.111], [1.246, -1.115, -1.330], [2.698, 0.309, -0.927], [2.735, -1.390, 0.197], [0.727, 1.279, -0.327], [1.631, 1.061, 1.301], [0.036, -0.984, 1.369], [-2.773, 1.113, -0.532], [-1.345, 1.799, 0.222], [-2.878, -1.257, -0.506], [-0.155, -0.132, 0.919], [-1.724, 1.030, -0.336], [-1.956, -1.371, 0.016]],
  "total_charge": 0,
  "spin_multiplicity": 1,
  "orbital_gap_ev": 9.90,
  "homo_ev": -8.976,
  "lumo_ev": 0.922
}

***

{
  "formula": "C18H26Cl4Ge2NO4Pt",
  "method": "wB97M-V/def2-TZVPD",
  "species": ["Pt", "C", "C", "Ge", "C", "C", "C", "C", "Ge", "C", "C", "C", "C", "C", "C", "C", "C", "C", "C", "H", "H", "H", "H", "H", "H", "H", "H", "H", "H", "H", "H", "H", "H", "H", "H", "H", "H", "H", "H", "H", "H", "H", "H", "H", "H", "O", "Cl", "O", "O", "O", "Cl", "C", "Cl", "Cl", "C", "N"],
  "positions_angstrom": [[-1.782, 0.056, -1.251], [-2.261, -2.250, 3.179], [-2.583, -1.859, 1.752], [-1.704, -0.130, 1.114], [-2.584, 1.513, 1.972], [-2.255, 1.679, 3.439], [0.180, -0.206, 1.658], [1.186, -0.257, 0.762], [0.668, -0.329, -1.229], [1.094, -2.070, -2.189], [2.552, -2.462, -2.357], [0.944, 1.444, -2.222], [2.386, 1.853, -2.464], [2.592, -0.257, 1.118], [3.042, -0.239, 2.449], [4.392, -0.239, 2.730], [5.329, -0.255, 1.705], [4.903, -0.263, 0.384], [3.555, -0.258, 0.101], [-2.772, -3.186, 3.410], [-2.604, -1.502, 3.892], [-1.192, -2.400, 3.310], [-3.657, -1.741, 1.610], [-2.216, -2.608, 1.047], [-3.659, 1.440, 1.813], [-2.206, 2.359, 1.396], [-2.604, 0.839, 4.033], [-2.744, 2.579, 3.808], [-1.184, 1.784, 3.580], [0.396, -0.221, 2.721], [0.632, -1.958, -3.168], [0.553, -2.847, -1.647], [3.107, -1.715, -2.920], [2.582, -3.391, -2.924], [3.042, -2.632, -1.401], [0.423, 2.213, -1.648], [0.421, 1.297, -3.169], [2.909, 2.042, -1.527], [2.389, 2.775, -3.043], [2.924, 1.100, -3.035], [2.338, -0.234, 3.266], [4.730, -0.234, 3.755], [6.382, -0.264, 1.939], [5.628, -0.273, -0.413], [3.209, -0.252, -0.924], [-2.617, -2.629, -4.007], [-2.366, -1.648, -3.063], [-3.514, -0.868, -2.742], [-1.330, -0.744, -3.500], [-1.889, -2.238, -1.822], [-4.029, 5.100, -2.170], [-4.458, 3.472, -1.551], [-5.771, 2.753, -2.519], [-4.946, 3.606, 0.162], [-3.281, 2.664, -1.601], [-2.277, 2.088, -1.595]],
  "total_charge": 1,
  "spin_multiplicity": 3,
  "orbital_gap_ev": [6.90, 4.85],
  "homo_ev": [-10.704, -12.012],
  "lumo_ev": [-3.800, -7.162]
}

***

{
  "formula": "C5H13NO",
  "method": "wB97M-V/def2-TZVPD",
  "species": ["C", "C", "C", "C", "N", "C", "O", "H", "H", "H", "H", "H", "H", "H", "H", "H", "H", "H", "H", "H"],
  "positions_angstrom": [[0.691, 1.955, 0.187], [0.832, 0.652, -0.627], [2.205, 0.014, -0.346], [-0.313, -0.336, -0.461], [-1.556, 0.172, -1.045], [-0.476, -0.765, 0.996], [-1.477, -1.781, 1.133], [0.716, 1.738, 1.258], [-0.273, 2.414, -0.008], [1.511, 2.610, -0.092], [0.916, 0.966, -1.672], [2.280, -0.946, -0.850], [2.398, -0.189, 0.700], [3.000, 0.604, -0.798], [-0.021, -1.257, -1.003], [-2.359, -0.199, -0.551], [-1.568, 1.178, -0.941], [0.463, -1.168, 1.373], [-0.829, 0.071, 1.584], [-1.547, -2.261, 0.302]],
  "total_charge": 0,
  "spin_multiplicity": 1,
  "orbital_gap_ev": 10.38,
  "homo_ev": -9.396,
  "lumo_ev": 0.983,
  "smiles": "CC(C)[C@H](N)CO"
}

***

Number 1: calculated total energy -3608.6063 Eh. Number 2: calculated total energy -781.5401 Eh. Number 3: calculated total energy -993.4968 Eh. Number 4: calculated total energy -903.4397 Eh. Number 5: calculated total energy -283.8949 Eh. Number 6: calculated total energy -7170.4452 Eh. Number 7: calculated total energy -328.2894 Eh.